{
  "formula": "AgH16O8",
  "method": "the ωB97M-V functional and the def2-TZVPD basis",
  "e_above_lowest_kcal_mol": 0.0,
  "homo_energy_ev": [-18.84, -18.82],
  "s_squared": 0.75,
  "charge": 2,
  "e_lumo_ev": [-6.57, -11.25],
  "spin_multiplicity": 2,
  "species": ["Ag", "O", "H", "H", "O", "H", "H", "O", "H", "H", "O", "H", "H", "O", "H", "H", "O", "H", "H", "O", "H", "H", "O", "H", "H"],
  "coordinates": [[0.04795, -0.07577, -0.15410], [1.20150, 1.94770, 0.45952], [0.83216, 2.66219, 0.99642], [2.16021, 2.08646, 0.44157], [1.56191, -0.41868, 2.00461], [1.52260, 0.00711, 2.87234], [2.23352, -1.10975, 2.10367], [-1.33507, 0.38137, 1.54267], [-2.29855, 0.40382, 1.44247], [-1.12126, 0.69706, 2.43159], [0.45860, 0.68429, -2.47019], [1.14433, 0.72643, -3.15129], [-0.28121, 1.20908, -2.80861], [1.72706, -1.32982, -0.91976], [2.17996, -1.24762, -1.77141], [1.84085, -2.24310, -0.61519], [-1.79013, -1.02319, -1.02945], [-2.03644, -1.93127, -0.80134], [-2.36603, -0.71750, -1.74621], [-0.33416, -2.43857, 0.97330], [-0.27436, -2.19495, 1.90775], [-0.52403, -3.38936, 0.96858], [-1.38585, 2.07095, -0.92408], [-0.86365, 2.88476, -0.96595], [-2.29991, 2.35835, -0.78688]],
  "forces_ev_per_a": [[-0.07, 0.26, 0.40], [0.00, 0.00, -0.18], [0.04, -0.14, -0.05], [-0.16, -0.13, 0.03], [-0.02, -0.25, 0.24], [0.14, -0.01, -0.14], [-0.09, 0.14, -0.04], [-0.12, -0.03, 0.07], [0.20, -0.01, -0.04], [-0.01, 0.00, -0.18], [0.03, 0.10, -0.30], [-0.14, 0.02, 0.08], [0.15, -0.03, 0.09], [0.18, -0.01, 0.00], [-0.17, -0.01, 0.10], [-0.18, 0.15, -0.03], [-0.10, 0.02, 0.11], [0.12, 0.13, -0.01], [0.27, -0.05, 0.03], [-0.01, -0.29, 0.09], [0.00, -0.07, -0.13], [0.06, 0.17, 0.00], [-0.17, 0.12, 0.02], [-0.11, -0.11, -0.06], [0.15, 0.04, -0.09]],
  "nbo_charge": [1.6154, -0.9745, 0.5102, 0.5203, -0.9875, 0.4991, 0.5057, -0.9615, 0.5265, 0.5216, -1.0005, 0.5086, 0.5123, -0.9608, 0.5238, 0.5268, -0.9678, 0.5286, 0.5273, -1.0005, 0.5037, 0.5094, -0.9923, 0.5031, 0.5029]
}